A single C3H7N3O molecule, computed with ωB97M-V with the def2-TZVPD basis set.

The geometry in ORCA input format:
```
! wB97M-V def2-TZVPD RIJCOSX def2/J DEFGRID3
* xyz 0 1
C 2.5582 -0.4447 0.2574
N 1.3604 0.7354 0.4907
C 0.2055 0.6987 -0.3497
O 0.1627 1.2357 -1.4294
N -0.8222 -0.0363 0.1957
C -2.0622 -0.1672 -0.4280
N -2.9616 -0.8765 0.1113
H 2.2647 -0.8115 -0.7333
H 2.3320 -1.2091 1.0089
H 2.3689 1.0285 0.1893
H 1.2020 0.9110 1.4771
H -0.6801 -0.5960 1.0271
H -2.1218 0.3966 -1.3615
H -3.8066 -0.8646 -0.4557
*
```

Results
* energy: -9738.7292 eV
* energy above the lowest of the compared OMol25 structures with the same formula, charge and spin: 4.304 eV
* LUMO level: 0.6 eV
* HOMO-LUMO gap: 8.737 eV
* highest occupied orbital energy: -0.3006 hartree

---

A molecular structure, C16H16LuN2O4SbSe4, computed with ωB97M-V with the def2-TZVPD basis set.

The geometry in ORCA input format:
```
! wB97M-V def2-TZVPD RIJCOSX def2/J DEFGRID3
* xyz -2 1
Lu 1.0687 0.3134 -0.4323
O 2.1207 1.8211 3.7572
C 1.9854 1.2138 2.5530
O 0.9400 0.7984 2.0090
C 3.2351 1.2940 1.7923
C 4.5521 1.6379 2.2911
C 5.6313 1.4930 1.4314
C 5.4361 1.2309 0.0933
C 4.1435 1.0124 -0.3975
N 3.0741 1.0275 0.4912
C 3.7113 0.6431 -1.8382
O 4.5203 0.3945 -2.7353
O 2.4177 0.5759 -1.9946
H 1.2592 1.9738 4.2403
H 4.7754 1.9029 3.3502
H 6.6336 1.6295 1.8508
H 6.2816 1.0903 -0.5755
Se 2.7869 -4.1028 2.1818
Sb 0.6426 -4.1788 1.0626
Se 0.6659 -2.7519 -1.1755
Se 0.2752 -6.5421 0.5092
Se -1.2405 -3.6434 2.4479
C -4.1330 1.0369 1.0240
N -3.8629 -0.3146 0.4956
C -4.4222 -1.4688 1.1856
C -2.5181 -0.5272 -0.0699
C -2.1566 0.1179 -1.4315
C -3.1521 0.3099 -2.4234
C -2.8027 0.5361 -3.7711
C -1.4791 0.6428 -4.1107
C -0.5108 0.6855 -3.0773
C -0.8235 0.3505 -1.8071
H -5.1840 1.2324 1.1595
H -3.7113 1.7757 0.3321
H -3.6638 1.2038 2.0144
H -5.2422 -1.1761 1.8587
H -3.6416 -2.0038 1.8032
H -4.8860 -2.2556 0.5170
H -2.3882 -1.6134 -0.1681
H -1.8052 -0.0744 0.6340
H -4.2303 0.2787 -2.1116
H -3.6467 0.5625 -4.4771
H -1.1733 0.8432 -5.1432
H 0.5175 1.0246 -3.3454
*
```

Results
* energy: -329567.7287 eV
* energy above the lowest of the compared OMol25 structures with the same formula, charge and spin: 2.740 eV
* LUMO level (alpha / beta): 2.0 / 2.0 eV
* HOMO-LUMO gap (alpha / beta): 2.209 / 2.214 eV
* highest occupied orbital energy (alpha / beta): -0.0074 / -0.0076 hartree

---

A molecular structure, C29H30Br2CoN6SSe, computed with ωB97M-V with the def2-TZVPD basis set.

The geometry in ORCA input format:
```
! wB97M-V def2-TZVPD RIJCOSX def2/J DEFGRID3
* xyz 0 2
Co -0.1626 1.4656 0.1941
C 4.4306 0.2477 3.6445
C 3.8005 1.6310 3.7328
N 2.3527 1.5978 3.6006
C 1.7117 1.5212 2.4152
S 0.0040 1.2292 2.4442
N 2.4711 1.6194 1.3306
N 1.7271 1.4822 0.1952
C 2.3113 1.2611 -0.9298
C 3.7798 1.0933 -1.1070
C 1.3759 1.1206 -2.0691
C 1.7954 0.9048 -3.3715
C 0.8452 0.7469 -4.3661
C -0.4977 0.8195 -4.0380
C -0.8389 1.0577 -2.7178
N 0.0678 1.2035 -1.7608
H 5.5098 0.3069 3.7971
H 4.2378 -0.1915 2.6654
H 4.0148 -0.4186 4.4021
H 4.1853 2.2697 2.9406
H 4.0327 2.1061 4.6870
H 1.7942 1.3911 4.4105
H 4.2590 1.0488 -0.1342
H 4.2088 1.9224 -1.6767
H 3.9794 0.1665 -1.6467
H 2.8513 0.8433 -3.5917
H 1.1511 0.5597 -5.3872
H -1.2715 0.6902 -4.7811
H -1.8759 1.1133 -2.4102
Br -6.7096 1.3901 0.3037
C -4.8325 1.3813 0.2668
C -4.1411 0.1886 0.3367
C -2.7560 0.2354 0.3027
N -2.0979 1.3924 0.2016
C -2.7680 2.5470 0.1369
C -4.1478 2.5850 0.1682
C -1.9039 3.7719 0.0341
C -2.4203 5.0481 -0.0936
C -1.5230 6.1029 -0.1755
Br -2.1691 7.8567 -0.3608
C -0.1642 5.8660 -0.1205
C 0.2559 4.5505 0.0075
N -0.5929 3.5327 0.0745
H -4.6517 -0.7595 0.4191
H -2.1241 -0.6495 0.3482
H -4.6886 3.5176 0.1221
H -3.4831 5.2329 -0.1286
H 0.5515 6.6732 -0.1725
H 1.3077 4.2950 0.0676
C -1.5438 -7.3343 -0.1221
C -1.0818 -5.8995 -0.1180
C -1.2852 -5.0694 -1.2103
C -0.8452 -3.7483 -1.2239
C -1.1059 -2.9141 -2.4492
C -0.1611 -3.2196 -0.1150
Se 0.5577 -1.4417 -0.1811
C 0.0163 -4.0420 1.0127
C 0.6857 -3.5605 2.2761
C -0.4368 -5.3581 0.9841
H -2.0515 -7.5797 -1.0556
H -2.2370 -7.5346 0.6981
H -0.7027 -8.0219 -0.0092
H -1.8007 -5.4601 -2.0835
H -1.7229 -3.4636 -3.1631
H -0.1695 -2.6234 -2.9313
H -1.6057 -1.9781 -2.1867
H 0.8215 -2.4817 2.2618
H 1.6702 -4.0213 2.3952
H 0.0874 -3.8366 3.1478
H -0.2810 -5.9793 1.8633
*
```

Results
* energy: -293395.9631 eV
* energy above the lowest of the compared OMol25 structures with the same formula, charge and spin: 0.000 eV
* LUMO level (alpha / beta): -0.9 / -0.9 eV
* HOMO-LUMO gap (alpha / beta): 4.822 / 4.930 eV
* highest occupied orbital energy (alpha / beta): -0.2109 / -0.2143 hartree

---

A molecular structure, C26H19Br5IIrN2O4, computed with ωB97M-V with the def2-TZVPD basis set.

The geometry in ORCA input format:
```
! wB97M-V def2-TZVPD RIJCOSX def2/J DEFGRID3
* xyz -1 2
Ir 0.0290 -0.3736 -0.1023
Br 1.8606 6.3816 -2.6441
C 1.8029 4.6465 -1.8695
C 2.9764 3.8566 -1.8512
C 2.9609 2.6175 -1.2967
C 1.7768 2.0502 -0.7074
O 1.8659 0.8943 -0.1936
C 0.5987 2.8670 -0.7491
C -0.6604 2.5146 -0.1942
N -1.0064 1.3901 0.3611
C -2.2459 1.3006 1.0602
C -3.0968 2.3471 1.3021
C -4.3415 2.1423 1.9413
C -4.7281 0.9024 2.3541
C -3.8518 -0.1956 2.1753
C -4.1697 -1.5169 2.5812
C -3.2739 -2.5200 2.3816
C -2.0275 -2.2124 1.7820
N -1.7256 -1.0061 1.4006
C -2.6081 0.0083 1.5610
C 0.6548 4.1623 -1.3350
H 3.8864 4.2485 -2.2873
H 3.8467 1.9964 -1.2860
H -1.4019 3.3115 -0.2331
H -2.8457 3.3531 0.9986
H -4.9922 2.9937 2.0936
H -5.6904 0.7430 2.8248
H -5.1341 -1.7088 3.0373
H -3.4852 -3.5383 2.6777
H -1.2755 -2.9736 1.6124
H -0.2443 4.7669 -1.3479
Br 3.0201 -4.5215 -4.7704
C 2.1688 -3.0595 -3.9244
C 1.7336 -1.9702 -4.6614
Br 1.9681 -1.8998 -6.5371
C 1.1058 -0.8985 -4.0024
Br 0.4618 0.6263 -4.9248
C 0.9215 -0.9185 -2.6391
O 0.3487 0.0823 -1.9764
C 1.3457 -2.0358 -1.8840
O 1.1258 -2.0040 -0.5894
C 1.9761 -3.0842 -2.5339
Br 2.5348 -4.5247 -1.4476
I 1.5119 -2.3609 2.6268
C 0.8776 -0.4531 1.8418
H 1.7808 0.1437 1.8126
H 0.2024 -0.0894 2.6139
C -2.3550 -1.9408 -3.0745
C -2.2571 -0.8612 -2.0038
C -3.6576 -0.5089 -1.5031
O -1.4020 -1.3985 -1.0111
H -2.9667 -1.5987 -3.9127
H -2.8063 -2.8427 -2.6519
H -1.3641 -2.1985 -3.4453
H -1.8150 0.0275 -2.4650
H -4.0671 -1.3433 -0.9246
H -4.3220 -0.3164 -2.3486
H -3.6663 0.3780 -0.8758
*
```

Results
* energy: -399593.5825 eV
* energy above the lowest of the compared OMol25 structures with the same formula, charge and spin: 2.423 eV
* LUMO level (alpha / beta): 1.4 / 1.4 eV
* HOMO-LUMO gap (alpha / beta): 5.513 / 5.960 eV
* highest occupied orbital energy (alpha / beta): -0.1506 / -0.1684 hartree